Entry 1:
28
Properties=species:S:1:pos:R:3:forces:R:3:lowdin_charge:R:1 method="wB97M-V/def2-TZVPD" mol_weight_da=233.3 homo_ev=-12.69 total_charge=+1 multiplicity=1 lumo_ev=-2.93 relative_energy_kcal_mol=38.8
C 1.28730 -0.61035 -1.42848 -1.515 0.126 0.216 -0.039
C 1.06673 0.62979 -1.00646 -1.595 -0.595 0.827 0.129
C -0.67373 -1.98651 -0.80419 -0.671 -0.580 1.053 -0.749
C 0.28492 1.46639 -0.25644 1.412 -2.189 -1.170 -0.406
C 1.43551 3.55735 1.01266 -0.236 1.280 2.703 -0.065
C 0.01552 -0.77001 2.97918 1.652 2.710 0.670 -0.151
C -1.34971 -3.87765 -2.86055 0.382 1.395 -1.234 -0.366
C -0.00903 3.67155 0.49244 0.325 -2.101 -0.030 -0.129
N -0.77443 -1.65358 0.49033 0.689 1.809 -0.077 -0.138
N 0.15103 -1.58904 -1.74130 2.457 1.742 -1.229 0.044
O 0.12326 0.99769 1.07488 -0.958 -0.395 -0.272 -0.238
O -0.19433 2.64024 -0.56522 0.056 -0.560 0.303 -0.002
P -0.75101 -0.35064 1.46007 -1.149 0.627 -2.558 0.848
S -1.75943 -3.25598 -1.20845 -0.521 -0.940 0.060 1.004
H 2.24900 -1.10291 -1.46306 0.098 0.202 -0.361 0.109
H 1.56397 2.56698 1.50656 0.295 0.856 -0.550 0.073
H 2.36834 3.90236 0.48054 -1.574 -0.632 -0.325 0.110
H 1.40689 4.28334 1.88420 0.202 -0.751 -0.630 0.101
H 1.10741 -0.64898 2.74583 -0.870 -0.708 0.143 0.101
H -0.30832 -1.70447 3.20952 -0.343 -3.193 0.462 0.018
H -0.10846 -0.22565 3.94148 -0.474 0.412 -1.104 0.097
H -1.99411 -3.41019 -3.59951 0.031 0.814 -0.025 0.042
H -1.77531 -4.84844 -2.93526 0.424 -1.321 0.491 0.028
H -0.30121 -3.78628 -3.28230 -1.068 -0.572 1.031 0.075
H -0.18299 4.52473 -0.08666 -0.324 1.552 -0.361 0.104
H -0.87007 3.46552 1.21616 1.660 0.596 -0.538 0.151
H 0.14108 -2.05430 -2.70154 -0.038 1.015 2.101 0.146
H -2.14883 0.16908 1.44556 1.651 -0.598 0.405 0.101


Entry 2:
24
Properties=species:S:1:pos:R:3:forces:R:3:lowdin_charge:R:1 method="wB97M-V/def2-TZVPD" mol_weight_da=133.2 homo_ev=-7.72 multiplicity=1 lumo_ev=0.71 relative_energy_kcal_mol=124.5
C 1.49039 0.01473 -0.96225 -0.534 1.358 -0.249 -0.048
C 2.62292 -0.29254 -0.03655 -0.143 -0.071 0.526 -0.128
O 0.16523 -1.69919 -0.52348 -0.012 0.039 0.105 -0.299
H 0.39006 -2.64451 -0.48504 -0.516 -0.014 0.179 -0.005
H 1.44876 1.05619 -1.26706 0.276 0.200 0.033 0.065
H 1.47930 -0.59785 -1.85191 -0.393 -0.069 0.156 0.078
H 3.54699 0.20484 -0.36202 -0.216 0.028 -0.147 0.080
H 2.82739 -1.35711 0.05063 -0.143 -0.020 -0.042 0.068
H 2.42315 0.08859 0.96705 0.048 -0.039 0.046 0.060
C 0.09980 1.39291 1.18820 -0.013 0.044 -0.065 -0.046
C -1.78037 -0.93758 1.12267 0.252 -0.131 0.101 -0.039
C -0.35796 0.80121 -0.11560 1.497 0.006 -0.530 -0.394
C -1.29721 -0.27087 -0.13474 -0.543 -1.200 -0.360 -0.331
N -2.15513 -0.35715 -1.20093 0.565 0.280 0.237 0.145
O -0.57109 1.77948 -1.12032 0.013 -0.202 0.058 -0.041
H -0.98186 2.56941 -0.74301 0.032 -0.220 0.082 0.106
H -2.46313 -1.29069 -1.42644 -0.070 0.067 0.159 0.111
H -1.86169 0.17366 -2.00975 0.032 -0.053 0.063 0.103
H 0.99387 2.00278 1.02956 -0.016 -0.078 -0.089 0.088
H -0.65639 2.05827 1.62781 -0.047 -0.086 -0.009 0.090
H 0.34732 0.62965 1.92465 -0.059 -0.017 -0.053 0.081
H -0.94488 -1.19907 1.76466 -0.004 0.051 -0.022 0.079
H -2.45099 -0.26523 1.67102 0.002 0.010 -0.135 0.094
H -2.31453 -1.85992 0.89284 -0.010 0.120 -0.044 0.085


Entry 3:
71
Properties=species:S:1:pos:R:3:forces:R:3:lowdin_charge:R:1 method="wB97M-V/def2-TZVPD" mol_weight_da=630.5 homo_ev=-5.82 multiplicity=1 lumo_ev=0.24
Y -0.04472 0.20178 -0.09348 0.749 -0.244 0.687 1.754
C -1.89962 0.62341 2.72445 0.045 0.119 0.039 -0.143
C -1.15968 -0.64484 3.06542 -0.019 -0.108 0.005 -0.147
O -0.78522 -1.36819 1.88981 0.040 0.077 -0.062 -0.226
C -1.70608 -2.42211 1.56373 -0.063 0.012 -0.005 -0.156
C -1.70147 -2.75809 0.06284 0.026 -0.073 -0.050 -0.130
O -0.59798 -2.19571 -0.67206 0.042 0.133 0.055 -0.209
C 0.51311 -3.05493 -0.86942 -0.042 -0.032 -0.077 -0.152
C 1.35179 -3.11597 0.37912 0.037 -0.026 0.034 -0.165
O 1.68916 -1.77973 0.69470 0.104 0.048 -0.119 -0.196
C 2.27614 -1.66321 1.97815 0.033 -0.026 -0.050 -0.165
C 2.70972 -0.24050 2.17457 -0.002 0.058 0.033 -0.150
O 1.56583 0.59826 1.96387 -0.005 0.006 -0.067 -0.214
C 1.83306 1.97963 2.21498 0.069 -0.031 0.072 -0.149
C 1.79724 2.73934 0.91363 -0.017 0.139 -0.068 -0.145
O 0.54412 2.56774 0.24270 -0.017 -0.210 -0.081 -0.224
C -0.53968 3.40676 0.66528 0.042 0.064 -0.056 -0.118
C -1.57273 2.65568 1.52813 -0.021 0.022 0.039 -0.141
O -1.00029 1.42260 1.93496 -0.102 0.004 -0.032 -0.238
H -2.13574 1.16703 3.64730 -0.004 -0.020 -0.020 0.142
H -2.81865 0.41862 2.16430 0.006 -0.040 0.005 0.076
H -1.78539 -1.26700 3.71012 0.012 -0.001 -0.019 0.141
H -0.23367 -0.41429 3.59586 -0.009 0.040 -0.026 0.126
H -2.72764 -2.10601 1.79742 0.025 0.005 -0.011 0.064
H -1.43044 -3.29154 2.17106 -0.017 -0.001 -0.008 0.127
H -2.60343 -2.34929 -0.38162 -0.018 -0.016 0.030 0.103
H -1.68883 -3.84224 -0.07762 0.006 0.016 0.021 0.132
H 1.08719 -2.61954 -1.68932 0.007 0.015 0.024 0.132
H 0.17843 -4.05163 -1.17036 0.005 0.013 0.023 0.137
H 2.25905 -3.70936 0.21096 -0.020 0.017 0.000 0.142
H 0.79615 -3.56603 1.21115 -0.032 0.005 -0.018 0.131
H 3.15589 -2.31348 2.04947 -0.018 0.014 0.014 0.144
H 1.54185 -1.96893 2.73247 0.014 0.016 0.004 0.129
H 3.50585 0.02950 1.47861 0.002 -0.038 -0.023 0.100
H 3.05772 -0.12095 3.20686 0.002 0.015 -0.022 0.141
H 2.82112 2.09596 2.66816 -0.019 -0.011 -0.004 0.139
H 1.08313 2.34194 2.91996 -0.024 0.003 -0.037 0.134
H 2.54287 2.33418 0.23018 0.019 0.006 0.034 0.119
H 1.99000 3.80459 1.07204 -0.023 -0.025 0.013 0.137
H -1.01874 3.75987 -0.24557 -0.009 0.010 0.032 0.132
H -0.11910 4.25843 1.20358 -0.022 -0.027 0.015 0.127
H -2.49091 2.46839 0.96614 0.019 0.003 -0.006 0.132
H -1.82673 3.24712 2.41513 -0.010 -0.015 -0.023 0.136
O -1.65892 1.44263 -1.34785 0.128 0.033 0.041 -0.071
C -2.54503 0.64793 -0.89016 0.015 0.201 -0.028 -0.550
O -2.14358 -0.16561 0.01192 -0.999 -0.162 -0.096 -0.216
C -3.93141 0.65002 -1.35433 0.134 0.029 0.111 -0.162
C -4.16908 1.35810 -2.54676 -0.058 0.010 0.007 -0.046
C -5.42032 1.42375 -3.10431 -0.022 -0.030 0.036 -0.107
C -6.46873 0.76521 -2.44491 -0.002 0.041 -0.088 -0.101
C -6.25282 0.08345 -1.27638 -0.009 -0.049 0.110 -0.154
C -4.97906 -0.00732 -0.65399 -0.068 -0.048 0.005 -0.661
S -4.89548 -0.85170 0.86312 -0.039 0.053 -0.072 0.522
H -3.32565 1.84541 -3.01735 0.018 0.004 0.000 0.109
H -5.59263 1.96431 -4.02505 -0.002 0.001 -0.013 0.090
H -7.47063 0.79332 -2.85805 0.002 0.011 -0.021 0.097
H -7.07503 -0.41138 -0.77578 0.007 0.010 0.000 0.080
C 6.26076 -0.27187 -2.45872 -0.004 0.020 -0.013 -0.019
N 4.81550 -0.10327 -2.38982 0.051 -0.026 -0.074 -0.056
C 4.07597 -0.11410 -3.53146 -0.015 0.005 0.015 -0.056
C 2.73906 0.02124 -3.50419 0.149 -0.151 0.062 0.016
C 2.13416 0.15650 -2.20581 -0.251 0.158 -0.121 -0.484
O 0.86011 0.17875 -2.10903 0.145 -0.121 -0.153 -0.139
N 2.86133 0.27819 -1.09530 0.120 -0.228 -0.262 0.169
C 4.21162 0.09194 -1.13907 -0.093 0.426 0.230 -0.495
O 4.92085 0.12880 -0.13633 0.018 -0.079 0.022 0.011
H 6.64734 0.29050 -3.30756 0.016 -0.020 0.000 0.090
H 6.52760 -1.32376 -2.56974 0.003 -0.003 0.019 0.095
H 6.69176 0.10740 -1.53834 -0.003 -0.007 -0.014 0.084
H 4.63707 -0.24138 -4.44833 -0.009 0.008 -0.004 0.130
H 2.13251 0.00574 -4.39411 -0.026 -0.001 0.000 0.113


Entry 4:
4
Properties=species:S:1:pos:R:3:forces:R:3:lowdin_spin:R:1 method="wB97M-V/def2-TZVPD" mol_weight_da=157.9 homo_ev="-1.26 / -5.13" total_charge=-1 multiplicity=3 lumo_ev="4.75 / 4.03"
C 0.30976 -0.60003 -0.10899 0.747 1.129 0.006 0.807
F 0.37170 0.85519 1.01043 0.513 -1.219 -1.317 0.094
Ag -1.79821 0.05476 0.28593 -0.566 -0.061 -0.043 0.932
F 1.11675 -0.30992 -1.18737 -0.694 0.151 1.354 0.167


Entry 5:
93
Properties=species:S:1:pos:R:3:forces:R:3:lowdin_charge:R:1 method="wB97M-V/def2-TZVPD" mol_weight_da=1054.0 homo_ev=-3.43 total_charge=-1 multiplicity=1 lumo_ev=-2.14
C 2.35273 -1.00121 -0.31264 0.143 0.061 0.235 -0.124
C 2.07813 -0.20889 -1.61207 0.395 -0.873 -0.010 -0.325
C 0.59605 0.14547 -1.85961 0.264 0.788 -0.547 -0.595
I 0.58318 1.41458 -3.65341 -0.056 -0.414 0.049 0.962
C -0.11869 0.94066 -0.70190 1.261 -1.722 -0.782 -0.447
C 0.97018 1.93605 -0.18265 -1.716 2.540 1.210 -0.053
C 0.30293 3.32251 0.24471 -0.136 0.050 -2.180 -0.276
C 0.19902 4.34875 -0.91021 1.497 -0.517 2.666 -0.038
O 1.17185 4.43279 0.22332 -0.846 -0.650 -0.344 -0.092
N -1.39989 1.54721 -1.05139 -0.155 0.067 0.436 0.103
C -2.31632 1.50097 0.02544 1.343 0.618 0.377 -0.416
O -3.44869 1.89972 0.02949 0.532 -0.161 -0.027 0.125
C -1.49772 0.82509 1.18576 -1.640 -0.766 0.179 -0.112
C -0.62293 -0.14639 0.30281 -1.064 1.210 2.141 -0.171
C -1.64233 -1.18780 -0.15664 -0.359 -0.997 -1.362 -0.158
C -2.10336 -2.15306 0.74952 0.804 0.257 0.770 -0.068
C -3.05840 -3.11872 0.45793 0.226 0.533 -0.011 -0.149
N -3.62502 -3.19272 -0.74906 0.339 -0.193 0.548 0.057
C -3.18365 -2.30226 -1.62073 -0.339 0.660 -1.757 -0.153
C -2.24333 -1.28749 -1.43677 0.687 -0.010 1.349 -0.002
H 2.13237 -0.41452 0.58886 0.104 -0.255 -0.317 0.038
H 3.41880 -1.27536 -0.22043 -0.362 0.192 -0.187 0.043
H 1.77615 -1.94102 -0.24496 0.067 0.344 -0.140 0.082
H 2.76612 0.64816 -1.67561 -0.496 -0.139 0.159 0.092
H 2.38679 -0.86915 -2.44829 -0.236 0.354 0.193 0.082
H 0.09074 -0.77153 -2.18194 -0.096 0.426 0.255 0.062
H 1.61445 2.32724 -0.98379 0.105 -0.859 0.247 0.086
H 1.52692 1.59673 0.70133 -0.001 -0.181 -0.453 0.124
H -0.52489 3.30060 0.97778 0.829 0.305 -0.098 0.124
H -0.51476 5.16705 -0.80579 0.035 -0.385 -0.550 0.116
H 0.80096 4.16111 -1.80192 -0.842 0.099 -0.140 0.079
H -1.36908 2.38941 -1.61332 -0.311 -0.159 -0.074 0.108
H -2.25356 0.30573 1.84411 0.258 0.061 -1.068 0.039
H -0.96482 1.49824 1.89424 0.170 0.334 -0.917 0.058
H 0.12116 -0.61634 0.96056 0.041 0.180 -0.548 0.119
H -1.70070 -2.13121 1.76756 -0.179 -0.061 -0.303 0.035
H -3.37304 -3.80407 1.25126 0.002 0.170 -0.379 0.089
H -3.63759 -2.35358 -2.62159 0.105 -0.076 0.421 0.111
H -1.95884 -0.58144 -2.21779 -0.475 -0.379 0.079 0.104
N -0.54065 -2.41638 4.34576 1.639 -0.984 0.530 0.050
H -0.24575 -3.07298 3.61843 -0.030 0.052 -0.080 0.098
H -0.12152 -1.47479 4.15785 0.497 -0.261 0.072 -0.048
H -1.64763 -2.30397 4.33179 -0.056 -0.615 0.048 -0.256
H -0.22618 -2.75403 5.25942 -0.018 0.089 0.024 0.111
Br -3.38198 -2.30984 4.08139 -1.330 3.649 -1.633 0.333
C 5.36494 -4.26158 -1.23907 0.209 0.084 -0.689 -1.979
Cl 4.74202 -3.09955 -2.39478 0.014 -0.144 0.272 0.625
Cl 4.44761 -4.11359 0.29219 -1.027 1.436 -1.218 0.584
Cl 5.17549 -5.90394 -1.87037 0.001 0.052 0.159 0.560
Cl 7.07198 -3.93897 -0.91588 -0.107 -0.065 0.125 0.571
Na 5.31268 -5.46203 1.90220 0.761 -0.945 1.421 0.580
C 1.39303 4.56473 4.60335 0.219 0.639 -0.048 -0.134
C 0.39780 4.40917 3.43076 1.301 -0.001 0.869 -0.532
O -0.29139 3.25461 3.58093 -1.052 -0.756 -0.856 -0.339
H 2.11427 3.74440 4.62594 -0.114 -0.104 -0.079 0.050
H 1.96018 5.49982 4.49852 0.041 0.000 0.042 0.053
H 0.87583 4.60049 5.56544 -0.092 -0.110 -0.058 0.052
H 1.01065 4.51945 2.51579 -0.139 -0.321 -0.060 0.070
H -0.19286 5.35234 3.42690 -0.499 -0.209 0.112 0.096
Mg -1.50888 0.02413 3.79354 -0.458 1.445 0.325 0.723
C -1.36429 -6.80980 3.58299 0.076 -0.158 -0.288 -0.132
C -1.45817 -7.34298 4.99190 0.122 -0.298 0.154 -0.131
O -1.85461 -6.19240 5.73726 0.163 0.034 -0.329 0.055
C -2.47329 -5.33517 4.87248 -0.472 0.235 0.264 -0.581
O -3.06774 -4.35859 5.19046 0.534 -3.059 1.429 -0.118
O -2.31468 -5.74701 3.58441 0.142 -0.107 0.220 0.045
H -1.61876 -7.55498 2.83215 -0.140 0.142 -0.055 0.133
H -0.37633 -6.40003 3.35567 0.001 0.006 0.038 0.122
H -2.22449 -8.11364 5.09788 -0.016 0.034 -0.041 0.134
H -0.51049 -7.73449 5.35705 -0.032 0.132 0.148 0.129
C -3.23807 2.96329 -8.15203 0.306 -0.226 -0.050 0.054
C -3.63583 4.03958 -7.44502 -0.696 -0.246 -0.449 -0.238
C -2.72215 4.73064 -6.49722 0.475 0.286 0.146 -0.327
O -3.14719 5.70172 -5.91091 0.374 -1.619 0.651 -0.117
C -1.36857 4.19391 -6.33084 0.048 0.066 -0.138 0.079
C -0.98134 3.12565 -7.03241 0.235 0.292 0.327 -0.263
C -1.89251 2.44781 -8.00126 -0.601 0.009 -0.276 -0.342
O -1.46992 1.48043 -8.62931 0.355 -0.010 0.186 0.051
O 0.25505 2.59296 -6.91070 -0.187 -0.203 -0.186 0.003
O -4.85628 4.55052 -7.55063 0.532 0.132 0.434 0.107
H -3.89246 2.45361 -8.84543 -0.013 0.028 0.003 0.124
H -0.71622 4.69421 -5.62771 0.004 0.016 -0.022 0.132
H 0.26932 1.83751 -7.52703 -0.058 0.001 -0.013 0.102
H -4.87683 5.32917 -6.94027 -0.041 0.276 -0.165 0.086
Cl -4.22240 7.92217 -6.03797 -0.701 1.183 -0.401 -0.513
O 3.65014 -1.49844 2.62155 0.404 -0.190 0.065 -0.170
C 3.95586 -0.27460 2.84917 -3.704 0.114 -0.131 -0.358
C 5.65928 -0.13794 2.97548 3.533 0.132 0.216 -0.376
O 5.96196 1.06848 3.21144 -0.472 -0.369 -0.095 -0.043
H 3.56874 0.18046 3.77928 0.754 -0.360 0.412 0.119
H 3.67298 0.47091 2.08154 0.777 -0.185 -0.466 0.105
H 6.03040 -0.58674 2.02890 -0.644 0.353 -0.496 0.101
H 5.93063 -0.89634 3.73968 -0.709 0.177 0.504 0.101


Entry 6:
17
Properties=species:S:1:pos:R:3:forces:R:3:lowdin_charge:R:1 method="wB97M-V/def2-TZVPD" mol_weight_da=127.2 homo_ev=-8.91 multiplicity=1 lumo_ev=0.84 relative_energy_kcal_mol=43.8
C -0.88627 -0.15866 -0.09319 -0.588 0.038 0.250 -0.498
C 0.16534 -0.60614 -1.12770 0.455 0.162 -0.440 -0.088
C 1.13395 0.04011 -0.08089 -0.299 0.066 0.224 -0.774
C 0.16800 -0.54886 0.99617 0.115 0.327 0.588 -0.084
C 0.63402 1.48883 -0.12719 0.406 0.318 -0.047 -0.080
C -0.68587 1.36132 -0.13472 -0.243 0.194 -0.075 -0.024
H -2.81167 -0.29903 0.62565 0.496 -0.156 -0.619 0.090
H -2.26392 -1.63268 -0.11728 -0.020 -1.000 -0.016 0.057
H 0.29947 -1.68903 -1.18964 -0.102 0.023 -0.038 0.114
H 0.13646 -0.12484 -2.11466 -0.038 -0.243 0.257 0.124
H 3.25222 0.29704 0.97720 -0.115 0.008 -0.024 -0.138
H 0.28691 -1.62955 1.10751 -0.026 0.049 0.034 0.110
H 0.12688 -0.02468 1.97904 0.018 -0.381 -0.684 0.124
H 1.27029 2.36975 -0.17287 -0.204 -0.219 0.020 0.108
H -1.46507 2.12209 -0.20552 0.247 -0.332 0.074 0.113
N -2.24531 -0.64236 -0.16688 -0.151 1.202 0.586 0.085
S 2.88455 -0.32332 -0.15503 0.049 -0.056 -0.089 0.761


- The highest multiplicity belongs to which entry?
  CAgF2


- What is the multiplicity in the sixth record?
  1


- Which value of multiplicity does entry 2 give?
  1